[1]
The following is a quantum chemistry calculation of C4H8N2O3 in the gas phase at a distorted geometry, from the Open Molecules 2025 dataset.

Properties
Max |F|   0.0425 Eh/bohr
HOMO-LUMO gap   10.4614 eV
SMILES   C[C@@H](O)/C(=N\N)OC=O
Energy relative to the best compared isomer or geometry (same formula, charge and spin)   280.0 kJ/mol
Electronic energy   -13398.786 eV

Structure (XYZ):
```
17
Properties=species:S:1:pos:R:3:forces:R:3:mulliken_charge:R:1
H 1.9585 2.4600 0.6455 0.2 -0.5 -0.2 0.27
H 2.2293 -0.9240 -1.1550 -0.5 -0.7 -0.1 0.25
O -1.2773 0.3372 -0.9330 -0.1 0.2 0.3 -0.31
H 0.8827 -1.9661 -1.8800 0.3 0.5 0.8 0.32
H 2.4350 1.5961 -0.6609 -0.3 0.0 0.5 0.24
H 1.7958 -0.0999 1.1984 -0.9 -1.1 0.4 0.51
O 1.1444 -0.8621 1.3421 1.7 1.2 0.6 -0.62
H 1.8423 -2.5620 -0.4667 -0.4 0.9 -0.4 0.30
O -2.4518 -0.1603 0.9652 0.3 0.3 -1.1 -0.45
H -0.3751 -1.5839 0.3131 -0.6 -0.6 0.1 0.44
N 1.8782 1.5350 0.2056 -0.7 0.4 -0.4 -0.49
H -3.2334 0.0579 -0.9303 0.2 -0.1 0.4 0.34
C 1.4015 -1.6424 -0.9422 0.2 -0.1 0.2 -1.11
N 0.4803 1.5459 -0.2603 -0.1 -1.2 0.2 -0.54
C -0.0674 0.3895 -0.2595 1.4 0.7 -0.9 0.53
C 0.4877 -0.9781 0.1386 0.1 0.3 -0.9 0.20
C -2.3832 0.0539 -0.2163 -0.8 -0.2 0.4 0.12
```
Forces are in eV/Å.


[2]
The following is a quantum chemistry calculation of C4H5NO in the gas phase at a distorted geometry, from the Open Molecules 2025 dataset.

Properties
Max |F|   0.0546 Eh/bohr
HOMO-LUMO gap   10.4247 eV
SMILES   N#CC[C@H]1CO1
Energy relative to the best compared isomer or geometry (same formula, charge and spin)   363.1 kJ/mol
Electronic energy   -7762.763 eV

Structure (XYZ):
```
11
Properties=species:S:1:pos:R:3:forces:R:3:mulliken_charge:R:1
H 1.3339 0.4989 -0.9399 -0.3 -0.1 0.0 0.32
C 0.2541 0.5140 -0.7556 -0.1 0.9 0.8 -0.58
C 0.4410 -0.7358 1.3405 0.3 -0.4 0.4 -0.31
H 1.4784 -0.4056 1.3900 -0.1 0.0 0.0 0.22
H -1.1459 -1.1639 -0.1554 0.2 -0.1 0.0 0.40
C -0.5175 0.8883 -1.9224 -0.6 0.5 -0.5 0.16
C -0.2736 -0.5722 0.0901 -0.6 0.3 0.9 0.03
N -1.1522 1.2245 -2.8325 0.7 -0.4 0.9 -0.43
H -0.0622 1.0772 0.4101 1.0 0.8 -2.5 0.36
H 0.1932 -1.5778 1.9691 0.2 -0.2 0.0 0.26
O -0.5520 0.2770 1.4433 -0.6 -1.1 -0.1 -0.44
```
Forces are in eV/Å.


[3]
The following is a quantum chemistry calculation of 4 unconnected molecules or ions with the total composition C26H55IO6 at a distorted geometry, from the Open Molecules 2025 dataset.

Properties
Max |F|   0.1037 Eh/bohr
HOMO-LUMO gap   9.8278 eV
SMILES   CCCCCCCCCCCCCCOC(=O)CC(=O)I.CC(C)O.CC(C)O.CC(C)O
Electronic energy   -48235.238 eV

Structure (XYZ):
```
88
Properties=species:S:1:pos:R:3:forces:R:3:mulliken_charge:R:1
H 2.5022 -1.2337 -1.0928 -0.5 1.5 0.0 0.28
H -0.2978 0.1872 -1.3515 1.0 -0.7 0.7 0.14
H 1.0058 -2.4354 -2.5300 -1.3 -0.5 0.8 0.20
I -2.0919 1.5807 1.6404 -0.6 0.3 -0.6 0.05
C -0.1557 -6.9647 -0.4934 -0.7 -0.1 -0.2 0.35
H -3.7896 -0.3978 -2.8177 0.8 -1.2 1.0 0.29
H -0.2044 3.5128 0.2330 -0.9 1.0 -1.2 0.08
H -0.6263 -6.3310 -2.2811 0.1 0.0 0.1 0.35
H -0.9721 -5.1635 0.3819 0.0 -0.1 0.0 0.15
H -1.0289 -0.7440 -3.1717 -1.2 -1.2 0.0 -0.25
C -3.1119 3.4576 5.3557 -0.6 -0.1 0.4 0.51
H -2.4252 3.7779 4.5670 0.1 -0.2 0.1 0.21
C 2.0626 0.1611 -2.8107 1.6 0.8 0.7 -0.34
H 0.7490 -2.4214 0.2232 -1.1 0.9 -1.1 0.29
H -1.9671 -3.6284 -2.1566 0.8 1.1 -0.6 0.18
H 3.8247 1.5126 -2.1184 -1.2 -0.1 -0.9 0.35
H 0.4415 0.0516 0.3389 -0.2 -0.6 -1.7 -0.08
H -0.2521 6.3283 -1.2046 0.9 -1.1 1.1 0.26
H -1.5282 -6.6606 1.1599 0.0 0.0 -0.1 0.41
C 1.5554 5.0971 -1.6520 0.0 -0.2 0.7 -0.64
H 2.3937 5.8529 -1.4183 -1.4 -1.0 -0.6 0.26
H -3.6281 -2.0250 -1.8288 0.5 1.3 -0.7 0.26
H -4.8996 3.3401 -1.0419 1.9 -0.3 0.5 0.32
O 0.1641 -6.3203 -1.7246 0.3 0.0 0.0 -0.53
H 3.4904 1.4648 -3.9223 -0.6 0.2 1.4 0.39
C 5.0903 -1.8095 1.1803 0.1 0.1 0.7 0.54
O -3.6153 5.5390 -1.0229 1.7 -4.1 2.0 -0.58
C -3.0988 -1.0998 -2.2278 1.1 0.6 -0.2 -0.73
H -1.0456 3.7810 -1.4210 0.7 0.6 1.1 0.16
H 5.3595 -0.2517 2.6633 0.1 -0.1 0.0 0.34
H 0.9853 2.6345 -3.0967 1.6 0.3 0.2 0.11
H -2.2580 -1.5798 -4.2502 0.7 -0.2 1.6 0.42
H -2.3291 4.8564 6.8068 -0.1 0.0 -0.1 0.33
C 0.4564 -0.3981 -0.7281 0.4 -0.4 1.5 -0.08
C -3.2904 4.5809 6.3649 0.2 0.2 0.0 -1.36
C -0.7193 4.2864 -0.4509 1.4 -0.9 0.2 -0.01
C 0.1447 -2.8199 -1.8831 -0.6 -0.7 0.8 -0.18
C 0.3275 5.4721 -0.6914 -0.9 0.3 -0.6 -0.67
H 5.2711 -1.9491 0.1108 -0.2 0.0 0.1 0.26
C -4.4411 3.0492 4.7408 0.0 -0.1 -0.3 -1.14
C -0.5585 -8.4055 -0.7660 0.2 -0.2 0.0 -1.32
H 1.0365 0.3727 -3.2895 1.6 -0.4 0.7 -0.05
C 5.7922 -2.9069 1.9647 0.1 -0.3 -0.1 -1.44
H -1.4329 -8.4486 -1.4236 0.0 0.1 0.1 0.35
H 2.5311 3.5769 -3.6373 -0.9 -1.0 1.1 0.41
H -3.7266 5.4670 5.8965 0.0 0.0 0.1 0.36
H 5.4281 -3.8910 1.6578 0.1 0.1 0.0 0.34
H 0.7116 5.8098 0.3272 -0.6 -0.4 -1.3 0.25
H -0.7940 -8.9322 0.1624 0.0 0.0 -0.1 0.38
H 0.7449 -6.9461 0.1266 0.0 0.1 -0.2 0.29
H -4.2990 2.2338 4.0265 0.0 0.1 0.0 0.24
O -2.5208 2.3305 6.0002 0.3 -0.1 -0.1 -0.54
H 0.4153 -3.8899 -1.5415 -0.3 1.7 -0.7 0.05
H 3.5113 -1.7822 2.3311 0.1 0.0 -0.2 0.31
H -3.9392 4.2661 7.1887 -0.1 0.0 -0.1 0.34
H -1.0363 -2.0364 -0.0938 1.5 0.2 -0.7 0.33
C -1.2711 -6.2001 0.2025 0.1 0.2 0.2 -1.04
C -1.2277 -2.9574 -2.7082 1.2 0.2 -1.3 -0.53
H 6.8740 -2.8712 1.8122 -0.1 0.0 0.1 0.38
H 1.6703 3.0116 -0.6126 0.5 0.9 -1.1 0.10
C -3.7621 2.0309 0.3342 -4.6 -2.2 -0.6 0.37
H -2.1701 -6.1669 -0.4218 0.0 -0.1 0.0 0.30
H 2.6437 -0.6313 -3.4132 -1.2 1.0 0.9 0.43
H 5.0513 0.3479 1.0407 0.1 -0.1 0.0 0.25
H 6.6475 -0.3210 1.4412 -0.1 0.0 0.0 0.39
C 0.0208 -1.9427 -0.5363 0.6 0.0 -0.4 -0.83
C 2.9884 1.5007 -2.8919 -1.2 0.0 -1.6 -0.91
O -1.9277 4.7022 0.2663 -1.2 -1.0 -1.6 -0.30
C -3.7862 3.1070 -0.8471 0.2 0.4 0.5 -0.25
H -3.1206 2.0395 6.6998 0.1 0.1 -0.1 0.35
H -5.1304 2.6812 5.5079 0.0 0.1 0.0 0.37
H 3.2665 3.7458 -1.1635 -1.6 -0.4 -0.4 0.36
C 1.9781 -0.2310 -1.2476 -1.2 -0.5 -0.7 -0.38
H -4.9116 3.8895 4.2236 0.0 -0.1 0.0 0.32
O 3.6827 -1.9042 1.3878 -0.2 0.0 -0.2 -0.47
C -1.8483 -1.5451 -3.1754 -0.9 -0.1 0.4 0.07
C 2.0864 2.8565 -2.8557 1.0 -0.2 0.7 -0.59
H 5.5872 -2.8133 3.0360 0.1 0.1 0.0 0.36
O -4.8177 1.3600 0.4984 4.5 2.8 -0.5 -0.55
C 5.5723 -0.4310 1.6043 0.0 0.2 -0.2 -1.24
H -0.9527 -3.5207 -3.6820 -0.4 0.7 1.5 0.28
C -3.0950 4.5074 -0.5147 -1.0 4.0 -2.0 0.54
H 0.2476 -8.9395 -1.2762 0.0 0.1 0.1 0.32
C 2.1569 3.6191 -1.4444 0.7 0.3 -0.8 -0.20
H -3.4018 2.6795 -1.8498 -0.2 0.5 1.8 0.25
H 1.2550 5.1995 -2.7560 0.4 0.0 1.7 0.36
H 2.4864 0.5854 -0.6367 -0.6 -1.2 -0.8 0.30
H -2.7027 -0.4973 -1.3302 -0.6 -1.0 -1.2 -0.04
```
Forces are in eV/Å.


[4]
The following is a quantum chemistry calculation of 2 unconnected molecules or ions with the total composition C10H26BOP, from the Open Molecules 2025 dataset.

Properties
Max |F|   0.0069 Eh/bohr
HOMO-LUMO gap   8.7305 eV
SMILES   CCCCCCCCBP(C)C.O
Energy relative to the best compared isomer or geometry (same formula, charge and spin)   0.0 kJ/mol
Electronic energy   -22803.961 eV

Structure (XYZ):
```
39
Properties=species:S:1:pos:R:3:forces:R:3:mulliken_charge:R:1
H 3.3046 -2.3584 1.7078 0.0 -0.1 0.0 0.35
C 0.9558 1.6102 -0.6029 0.1 0.1 0.2 -0.78
H 4.3769 -1.1414 1.0414 0.0 0.0 0.0 0.25
C -1.7472 2.2172 2.1425 0.3 -0.2 -0.1 -0.88
O 2.8198 -4.4792 -2.5672 0.0 0.0 0.0 -0.61
H -1.3260 2.8885 0.1055 -0.1 -0.1 0.0 0.24
H 3.4594 -5.1104 -2.9092 0.0 0.0 0.0 0.31
C 2.0547 0.5745 -0.8775 -0.2 0.1 -0.2 -0.69
H 1.4427 2.5795 -0.4568 0.0 0.0 -0.1 0.31
H 2.7598 -3.8010 -3.2460 0.0 0.0 0.0 0.31
C 0.0910 1.3427 0.6235 -0.1 0.0 -0.1 -0.02
H 2.4847 -2.8399 -0.3807 0.0 0.0 -0.1 0.26
B -2.7403 1.0141 1.9106 -0.1 0.3 0.0 0.24
H 2.9053 0.7980 -0.2323 0.0 -0.1 0.2 0.37
H -1.9991 0.9318 -1.1762 0.1 0.0 0.0 0.15
H 2.7591 -0.6996 1.5320 -0.1 0.0 0.0 0.23
C -3.0616 1.1589 -1.1609 -0.2 0.0 0.0 -0.95
H -1.1451 1.9881 3.0277 0.0 0.1 0.0 0.28
H -2.9612 0.2787 2.8294 -0.1 0.0 0.0 -0.13
H -2.2998 3.1256 2.4052 -0.2 -0.1 0.0 0.35
H 3.6233 -1.7328 -1.0897 0.0 0.1 0.0 0.33
H -0.1347 3.3589 1.2859 0.0 0.0 -0.1 0.45
H -3.2210 2.2077 -1.4019 0.1 0.0 0.0 0.33
H 0.8551 -1.0506 -0.0373 -0.1 0.1 0.0 0.23
C -4.2054 -1.0586 0.3346 0.1 0.2 0.0 -0.98
H -3.5461 0.5715 -1.9399 -0.1 0.0 0.0 0.44
H 2.4090 0.7367 -1.8991 0.2 0.1 0.0 0.36
C -0.7896 2.5333 0.9881 0.2 0.1 0.1 -0.63
H 0.7076 1.0882 1.4914 0.1 0.0 0.0 0.32
H 1.2645 -1.2244 -1.7334 -0.1 -0.1 0.0 0.33
C 1.6528 -0.9010 -0.7652 0.2 0.0 0.0 -0.49
H -3.6231 -1.4862 -0.4801 0.0 -0.1 0.0 0.30
P -3.8693 0.7583 0.4509 0.2 -0.2 0.2 0.02
H -0.5409 0.4657 0.4409 -0.1 0.0 0.1 0.01
C 3.3439 -1.4886 1.0556 0.1 0.1 -0.1 -1.06
H -3.9181 -1.5615 1.2542 0.0 0.0 0.1 0.30
H 0.3038 1.7393 -1.4709 0.0 -0.1 -0.1 0.32
C 2.8188 -1.8037 -0.3562 -0.1 -0.1 0.2 -0.47
H -5.2638 -1.2300 0.1559 0.0 -0.1 -0.1 0.31
```
Forces are in eV/Å.